Entry 1:
ORCA calculation (ωB97M-V/def2-TZVPD) on a 2-piece molecular cluster, C4H12 overall.

The geometry in XYZ format:
```
16
Properties=species:S:1:pos:R:3:forces:R:3
H 2.269895 0.401900 -0.062328 0.399 0.463 0.265
H -0.901870 -2.246603 0.610274 0.675 0.403 0.327
H 0.510053 1.940791 -1.774016 0.113 -0.046 0.570
C -1.105647 -0.209858 1.640872 2.260 1.112 0.714
H -1.114423 -0.286665 2.736069 -0.883 -1.475 -0.146
H -2.425163 -1.552136 0.874461 -0.217 -0.247 -0.515
H -0.177715 0.391158 -1.738369 0.395 -0.489 0.150
H -1.440198 -0.889171 -0.415932 0.279 -0.041 0.741
H -0.020832 0.044546 1.612252 -0.679 0.741 -0.669
H 2.744728 1.021470 -1.673611 0.110 0.349 -0.034
H 0.225817 1.134738 -0.179636 -0.444 0.329 -0.358
C 2.001761 0.483688 -1.106648 -0.592 -1.722 -0.195
H 2.069087 -0.574203 -1.416446 -0.040 0.362 -0.232
C -1.395460 -1.273897 0.622552 -2.102 -0.961 0.061
H -1.798856 0.618092 1.477578 0.589 0.334 -0.326
C 0.558816 0.996144 -1.207079 0.137 0.889 -0.355
```
Forces are in eV/Å.

Properties
structure (SMILES): CC.CC
E_LUMO: 1.206 eV
net charge: 0
HOMO energy: -10.98 eV
calculated total energy: -4341.6813 eV
relative energy (zero: lowest compared OMol25 entry of this formula, charge and spin): 81.7 kJ/mol


Entry 2:
ORCA calculation (ωB97M-V/def2-TZVPD) on a 2-piece molecular cluster, C4H12 overall.

The geometry in XYZ format:
```
16
Properties=species:S:1:pos:R:3:forces:R:3
C 0.728633 2.744691 0.184406 0.189 1.289 -1.129
H 1.631414 3.170244 0.632821 -0.498 0.541 0.414
H 0.464891 0.921988 -0.989996 0.921 0.799 -0.034
H 1.691418 0.793995 0.188292 0.650 0.292 0.033
C -0.845219 -2.803444 0.498778 -1.007 0.300 0.852
H -0.825810 -3.591769 -0.225708 0.153 -0.489 -0.452
H 0.299041 3.568083 -0.563723 0.727 -1.947 1.648
H 2.007106 1.852726 -1.304915 -0.102 -0.577 0.453
C -1.181092 -1.467659 -0.165928 -0.414 1.523 2.266
H 0.003902 2.464741 0.963383 0.170 0.349 -0.352
H -0.346775 -0.774035 -0.165346 0.402 -0.292 -0.532
H -1.602524 -1.575548 -1.124472 -0.303 -0.093 -1.273
C 1.303183 1.520952 -0.522682 -2.000 -0.653 -1.074
H -1.661067 -3.066015 1.214525 0.770 0.048 -0.356
H 0.112810 -2.799446 1.022222 -0.177 0.065 0.032
H -1.915708 -0.825732 0.424037 0.521 -1.154 -0.498
```
Forces are in eV/Å.

Properties
structure (SMILES): CC.CC
E_LUMO: 1.117 eV
net charge: 0
HOMO energy: -11.26 eV
calculated total energy: -4341.9221 eV
relative energy (zero: lowest compared OMol25 entry of this formula, charge and spin): 58.5 kJ/mol


Entry 3:
ORCA calculation (ωB97M-V/def2-TZVPD) on a 2-piece molecular cluster, C4H12 overall.

The geometry in XYZ format:
```
16
Properties=species:S:1:pos:R:3:forces:R:3
C 1.214914 -1.439406 -0.471989 -0.660 0.159 2.293
H 0.352669 2.002994 1.638730 0.749 0.943 0.380
H 1.222943 -1.048549 -2.654875 -0.735 -0.216 0.973
H 0.397536 -1.265463 0.304211 1.658 -0.115 -0.448
H 2.157299 -0.944234 -0.278990 -0.213 1.158 0.233
C -1.583425 1.483500 0.916075 0.616 -1.183 0.727
H -0.167831 -1.918689 -1.914765 -0.338 -0.950 -0.619
H -2.218195 0.601285 0.693533 0.362 0.548 0.273
H 1.569695 -2.435903 -0.271865 -0.451 -1.007 -0.690
C -0.127971 1.137573 1.273719 -1.061 -2.079 0.461
H 0.428097 0.706477 0.435784 -0.173 0.431 0.184
H -1.535982 2.095163 0.074583 -0.262 1.011 -1.714
H -0.136613 -0.291488 -1.765695 0.512 0.595 0.387
H -0.119669 0.353058 2.082426 0.163 0.794 -0.622
H -1.998506 2.104356 1.693039 -0.470 -0.107 0.425
C 0.545040 -1.140674 -1.753920 0.302 0.017 -2.244
```
Forces are in eV/Å.

Properties
structure (SMILES): CC.CC
E_LUMO: 1.148 eV
net charge: 0
HOMO energy: -11.15 eV
calculated total energy: -4341.8608 eV
relative energy (zero: lowest compared OMol25 entry of this formula, charge and spin): 64.4 kJ/mol


Entry 4:
ORCA calculation (ωB97M-V/def2-TZVPD) on a 2-piece molecular cluster, C4H12 overall.

The geometry in XYZ format:
```
16
Properties=species:S:1:pos:R:3:forces:R:3
H -2.883628 -0.009777 -0.856362 1.128 0.092 1.016
C -1.943564 1.914567 -0.808790 -1.619 -1.908 -2.845
H -0.911210 1.900365 -1.118860 0.134 0.602 -0.024
H 2.162454 0.230964 0.359355 -0.649 -0.610 -0.080
H -2.675446 2.196074 -1.681051 1.596 -1.349 0.695
C 1.598793 -0.732898 0.331430 1.529 -0.151 4.155
H -3.211987 0.843543 0.602749 1.244 -0.234 -0.060
H 0.991119 -0.761280 1.300365 0.030 0.421 -1.784
H -2.318778 2.657427 -0.251060 0.259 3.350 2.698
H 2.983457 -2.271699 -0.322546 0.061 -1.042 -1.807
C 2.680461 -1.845435 0.580233 1.731 2.742 -0.966
H 1.089203 -0.767825 -0.580695 -1.123 -0.489 -1.045
H 2.712557 -2.639719 1.279179 -1.170 -0.469 1.070
H -1.495032 0.093569 0.378244 -0.721 0.294 -0.085
C -2.345464 0.630085 -0.082086 -2.008 -0.855 -1.393
H 3.615931 -1.269557 0.765957 -0.422 -0.396 0.454
```
Forces are in eV/Å.

Properties
structure (SMILES): CC.CC
E_LUMO: 1.125 eV
net charge: 0
HOMO energy: -10.95 eV
calculated total energy: -4340.9575 eV
relative energy (zero: lowest compared OMol25 entry of this formula, charge and spin): 151.6 kJ/mol


Entry 5:
ORCA calculation (ωB97M-V/def2-TZVPD) on a 2-piece molecular cluster, C4H12 overall.

The geometry in XYZ format:
```
16
Properties=species:S:1:pos:R:3:forces:R:3
H -1.679220 -1.213037 -0.267328 0.464 0.094 0.170
C 1.177493 1.131867 1.353101 0.721 -1.031 0.175
H 1.226087 1.377439 0.292283 -0.162 0.396 0.125
H 0.230252 0.280871 -2.025298 -0.038 -0.097 0.386
H -0.111666 -1.434101 -2.059580 -0.038 -0.108 0.048
H 1.823245 -1.029790 1.408745 0.221 0.323 0.001
C -1.548119 -0.286766 -0.831468 -0.417 -0.651 -0.615
H -2.570771 -0.120199 -1.174159 0.109 0.539 -0.082
H 0.454744 -0.601153 2.435093 -0.074 -0.233 -0.061
H -1.211914 0.507010 -0.181968 -0.269 0.175 0.264
C 0.943972 -0.391697 1.485146 -0.553 0.529 -0.298
H 2.137107 1.371049 1.792194 0.267 0.324 0.086
C -0.581286 -0.455029 -2.015548 0.199 0.362 -0.387
H -1.056100 -0.273593 -2.981173 -0.248 -0.238 0.068
H 0.429444 1.697090 1.904116 -0.176 0.075 -0.343
H 0.288389 -0.652059 0.653230 -0.007 -0.458 0.461
```
Forces are in eV/Å.

Properties
structure (SMILES): CC.CC
E_LUMO: 1.181 eV
net charge: 0
HOMO energy: -11.50 eV
calculated total energy: -4342.1880 eV
relative energy (zero: lowest compared OMol25 entry of this formula, charge and spin): 32.8 kJ/mol


Entry 6:
ORCA calculation (ωB97M-V/def2-TZVPD) on a 2-piece molecular cluster, C4H12 overall.

The geometry in XYZ format:
```
16
Properties=species:S:1:pos:R:3:forces:R:3
C -2.337087 -0.239445 -1.870100 1.126 2.039 -0.103
H -1.124518 -1.416982 -0.636899 0.243 -0.010 0.242
H 2.703584 1.730400 1.885294 0.308 0.316 -0.406
C 1.964546 0.961865 1.723748 -0.365 -1.008 1.013
H -3.403437 -0.030933 -1.948219 0.068 -0.256 -0.186
H -1.952269 -0.949846 -2.610336 -0.641 0.023 0.110
H 2.135302 0.388984 -0.437117 -0.135 -0.055 -0.039
H 3.228161 -0.393614 0.739206 0.408 0.188 -0.432
C 2.225200 -0.012186 0.566594 -0.101 -0.659 1.105
C -1.894951 -0.660537 -0.483910 0.344 -1.620 1.206
H -1.477704 -0.002845 0.295127 -0.169 0.645 -0.951
H -2.647584 -1.203205 0.098290 -0.307 -0.005 -0.400
H 1.640356 -0.950650 0.729433 -0.105 0.930 -0.541
H -1.801792 0.723162 -2.122696 -0.648 -0.814 0.087
H 0.979086 1.405460 1.834025 -0.199 0.141 -0.682
H 2.013586 0.341945 2.631343 0.173 0.142 -0.023
```
Forces are in eV/Å.

Properties
structure (SMILES): CC.CC
E_LUMO: 1.113 eV
net charge: 0
HOMO energy: -11.48 eV
calculated total energy: -4341.9643 eV
relative energy (zero: lowest compared OMol25 entry of this formula, charge and spin): 54.4 kJ/mol


Entry 7:
ORCA calculation (ωB97M-V/def2-TZVPD) on a 2-piece molecular cluster, C4H12 overall.

The geometry in XYZ format:
```
16
Properties=species:S:1:pos:R:3:forces:R:3
H -0.552810 -0.067049 -1.807597 0.181 0.059 0.095
H -0.375894 1.880716 1.539774 -0.285 0.058 0.262
C -1.378798 -2.081759 -1.892065 -0.272 0.839 -0.222
H 0.717490 3.064220 2.162391 0.261 0.181 -0.017
C 1.505644 1.003826 2.033618 0.139 -0.214 0.415
H -1.680622 -1.862544 -0.883506 0.136 -0.118 0.675
H -2.318452 -2.040948 -2.433010 -0.130 -0.331 -0.263
H -0.973036 -3.087164 -1.928926 0.129 0.002 -0.153
C 0.398000 2.036880 2.290096 0.158 0.004 -0.237
C -0.459449 -0.955388 -2.425695 -0.410 -0.728 0.186
H 1.240103 0.423979 1.157067 0.231 -0.156 -0.181
H -0.786138 -0.674101 -3.419806 0.234 0.030 -0.281
H 0.572410 -1.294156 -2.455417 0.135 0.251 -0.029
H -0.027742 1.967856 3.291239 -0.059 -0.116 -0.108
H 1.596147 0.301046 2.862230 -0.172 -0.081 0.017
H 2.523154 1.384591 1.909605 -0.276 0.319 -0.161
```
Forces are in eV/Å.

Properties
structure (SMILES): CC.CC
E_LUMO: 1.049 eV
net charge: 0
HOMO energy: -11.82 eV
calculated total energy: -4342.2099 eV
relative energy (zero: lowest compared OMol25 entry of this formula, charge and spin): 30.7 kJ/mol


Entry 8:
ORCA calculation (ωB97M-V/def2-TZVPD) on a 2-piece molecular cluster, C4H12 overall.

The geometry in XYZ format:
```
16
Properties=species:S:1:pos:R:3:forces:R:3
H 1.767521 0.241758 1.171854 -0.394 -0.007 -0.119
H -2.049671 -0.688858 -1.479117 0.473 0.274 -0.272
H -0.858081 -0.122443 -0.270454 -0.355 0.171 0.165
H -1.024595 -2.902209 0.254935 0.176 -0.067 0.123
H 2.577454 1.588388 -0.699508 -0.042 0.062 -0.091
H -0.313874 -1.263455 -1.384467 -0.460 -0.229 -0.419
H -2.688046 -2.523448 -0.223955 0.505 -0.193 -0.713
H -2.078172 -1.683164 1.018940 0.609 0.151 0.528
C 1.590121 1.819218 -0.307333 -0.789 0.816 -0.082
C -1.721691 -2.094840 0.079492 -1.126 0.164 0.350
H 1.953191 1.806854 1.834798 -0.254 0.244 -0.025
H 1.430581 2.900848 -0.292801 0.550 0.148 0.156
H 0.311403 1.255992 1.366145 0.130 0.040 0.124
C 1.367373 1.260598 1.092453 0.515 -0.553 -0.080
H 0.808458 1.561489 -1.031302 0.288 -0.743 0.118
C -1.216842 -0.978723 -0.837173 0.173 -0.278 0.236
```
Forces are in eV/Å.

Properties
structure (SMILES): CC.CC
E_LUMO: 1.163 eV
net charge: 0
HOMO energy: -11.45 eV
calculated total energy: -4342.1769 eV
relative energy (zero: lowest compared OMol25 entry of this formula, charge and spin): 33.9 kJ/mol


Number 1: F_max 2.6 eV Å⁻¹. Number 2: F_max 2.8 eV Å⁻¹. Number 3: F_max 2.4 eV Å⁻¹. Number 4: F_max 4.4 eV Å⁻¹. Number 5: F_max 1.3 eV Å⁻¹. Number 6: F_max 2.3 eV Å⁻¹. Number 7: F_max 0.9 eV Å⁻¹. Number 8: F_max 1.2 eV Å⁻¹.